{
  "formula": "C53H77N7",
  "method": "wB97M-V/def2-TZVPD",
  "symbols": ["C", "C", "C", "N", "C", "C", "H", "H", "H", "H", "H", "C", "C", "C", "N", "C", "C", "H", "H", "H", "H", "H", "C", "C", "C", "N", "C", "C", "H", "H", "H", "H", "H", "C", "C", "C", "N", "C", "C", "H", "H", "H", "H", "H", "C", "C", "C", "N", "C", "C", "H", "H", "H", "H", "H", "C", "C", "C", "N", "C", "C", "H", "H", "H", "H", "H", "C", "C", "C", "N", "C", "C", "H", "H", "H", "H", "H", "C", "C", "C", "C", "C", "C", "H", "H", "H", "H", "H", "H", "H", "H", "H", "H", "H", "H", "H", "H", "C", "C", "C", "C", "C", "C", "H", "H", "H", "H", "H", "H", "H", "H", "H", "H", "H", "H", "H", "H", "C", "C", "C", "C", "C", "C", "H", "H", "H", "H", "H", "H", "H", "H", "H", "H", "H", "H", "H", "H"],
  "coordinates": [[5.67481, 3.75502, -1.11384], [6.29839, 3.55761, 0.11681], [5.81908, 2.45897, 0.88621], [4.82687, 1.67574, 0.47138], [4.16026, 2.06696, -0.60556], [4.54076, 3.10571, -1.41685], [6.03401, 4.55668, -1.80329], [7.24327, 4.05517, 0.41696], [6.28020, 2.16214, 1.81386], [3.19508, 1.55757, -0.80471], [3.96228, 3.36090, -2.31693], [4.16849, 0.75814, 4.22181], [3.66496, -0.29329, 3.43646], [2.94169, -1.29188, 4.09550], [2.73476, -1.39279, 5.34090], [3.25010, -0.40279, 6.06697], [3.84388, 0.71337, 5.55269], [4.80165, 1.49915, 3.90075], [3.81025, -0.34876, 2.39430], [2.51064, -2.05762, 3.51259], [3.28377, -0.59148, 7.15778], [4.16459, 1.45326, 6.28568], [2.84934, -1.74010, -2.08444], [3.79123, -2.75597, -2.11400], [4.90334, -2.57354, -2.94745], [5.08722, -1.63187, -3.82755], [4.08850, -0.73021, -3.91155], [2.96608, -0.72279, -3.07281], [1.97231, -1.71965, -1.47602], [3.58980, -3.58531, -1.42942], [5.67725, -3.36347, -2.87699], [4.15646, 0.02214, -4.71110], [2.13510, -0.00882, -3.32865], [-1.37340, -2.61746, -5.06026], [-0.31274, -1.93665, -4.47263], [-0.55236, -1.31517, -3.20590], [-1.65409, -1.37759, -2.56540], [-2.71940, -2.04303, -3.12983], [-2.59673, -2.65235, -4.36092], [-1.16278, -3.16366, -6.00894], [0.60064, -1.83552, -5.01920], [0.19417, -0.64165, -2.82581], [-3.59871, -2.10674, -2.48788], [-3.37822, -3.27551, -4.74419], [0.63512, 4.87814, 2.74831], [1.12427, 4.20067, 1.63069], [0.81040, 4.66382, 0.33955], [-0.00146, 5.62993, 0.08674], [-0.59302, 6.18011, 1.12722], [-0.33521, 5.84540, 2.45629], [0.80754, 4.70752, 3.80795], [1.95259, 3.49163, 1.70511], [1.30921, 4.28980, -0.53779], [-1.34135, 6.93259, 0.88553], [-0.81537, 6.37831, 3.29504], [0.76480, 5.02445, -3.52063], [-0.40630, 4.52861, -3.01731], [-0.69625, 3.18796, -3.04138], [0.10904, 2.30508, -3.55537], [1.24266, 2.80112, -4.12355], [1.62827, 4.12351, -4.09947], [1.00986, 6.10695, -3.51975], [-1.04129, 5.20936, -2.51818], [-1.65718, 2.85865, -2.70510], [1.86371, 2.05636, -4.64992], [2.47421, 4.46145, -4.66474], [-0.81231, 1.25750, 1.80113], [0.48160, 0.77247, 1.84006], [1.03412, 0.33907, 0.66944], [0.35938, 0.28121, -0.47944], [-0.86567, 0.71789, -0.48223], [-1.49344, 1.21089, 0.60320], [-1.33285, 1.66946, 2.69014], [1.04775, 0.81604, 2.79855], [2.03621, -0.09071, 0.66643], [-1.29005, 0.72800, -1.46321], [-2.49982, 1.61477, 0.47564], [3.65977, -4.12717, 2.31381], [2.49089, -3.69977, 1.45140], [1.06161, -4.10018, 2.01639], [-0.09273, -3.60315, 1.14978], [-1.42312, -4.25567, 1.39219], [-2.53531, -3.73275, 0.45834], [4.55949, -3.65395, 2.03493], [3.98304, -5.17489, 2.25014], [3.45453, -3.88155, 3.34883], [2.41068, -2.55873, 1.49224], [2.57089, -3.86399, 0.38253], [0.98106, -3.77146, 3.05672], [0.97602, -5.18050, 2.02307], [-0.14798, -2.50039, 1.22728], [0.13346, -3.78460, 0.11532], [-1.28797, -5.32326, 1.14352], [-1.71185, -4.22402, 2.43101], [-2.53749, -2.64573, 0.42897], [-2.48267, -4.15519, -0.56138], [-3.55108, -3.93928, 0.76701], [-2.85318, 0.81789, -5.25286], [-4.27627, 1.09271, -5.20660], [-4.53195, 2.20098, -4.20713], [-4.34286, 1.80624, -2.77976], [-5.47682, 0.91853, -2.31110], [-5.18526, 0.38969, -0.92378], [-2.30494, 1.68547, -5.58933], [-2.65189, 0.02724, -6.00524], [-2.53340, 0.38973, -4.33142], [-4.52240, 1.41911, -6.18289], [-4.78599, 0.17102, -5.07782], [-5.52023, 2.65809, -4.17864], [-3.84906, 3.03402, -4.51784], [-3.50802, 1.21769, -2.60195], [-4.11792, 2.62473, -2.13571], [-6.41119, 1.50115, -2.19031], [-5.70055, 0.09983, -3.00926], [-5.33380, 1.15255, -0.21997], [-5.83709, -0.44831, -0.70610], [-4.16850, 0.00320, -0.73154], [-4.99980, -1.04447, 2.21341], [-3.54840, -1.12542, 2.69011], [-3.19980, -2.19321, 3.72066], [-1.80524, -2.09874, 4.30213], [-1.42857, -3.30591, 5.27155], [-0.11705, -3.02804, 5.93633], [-5.11504, -0.35223, 1.41944], [-5.54984, -0.65948, 3.08902], [-5.42712, -1.95710, 1.84806], [-2.87965, -1.27129, 1.81642], [-3.10097, -0.15114, 3.04179], [-3.21341, -3.17271, 3.17885], [-4.02729, -2.18698, 4.38888], [-1.14183, -2.15272, 3.43817], [-1.61960, -1.12539, 4.72404], [-2.28727, -3.42106, 5.91707], [-1.28731, -4.31351, 4.73174], [0.19632, -3.90871, 6.54362], [0.68146, -2.75039, 5.22666], [-0.11152, -2.12773, 6.54173]],
  "forces_ev_per_a": [[2.1, 2.8, 0.2], [0.5, -1.5, 0.5], [0.6, 0.8, -1.2], [-0.4, 0.4, 0.7], [-1.6, -0.8, 0.0], [-1.5, -0.7, -1.3], [-0.2, -0.7, 0.7], [-1.0, -0.1, -0.2], [0.3, 0.1, 0.2], [0.8, 0.0, 0.0], [0.3, -0.2, 0.5], [-1.7, -2.3, -0.3], [0.3, 0.9, 1.6], [0.3, 0.6, -3.5], [0.2, 0.1, 3.2], [-0.3, -0.8, 1.8], [0.7, 0.4, 1.3], [1.1, 1.7, -1.2], [0.3, 0.0, -1.0], [-0.5, -0.7, -0.8], [-0.5, 0.4, -0.6], [0.1, 0.0, -0.4], [0.2, 0.9, -2.0], [-0.7, 1.1, 0.7], [0.5, -2.6, 1.1], [-0.6, 1.2, -0.4], [-0.6, 0.2, 0.1], [-0.1, -0.1, -0.5], [-0.4, -0.3, 0.5], [0.8, 0.1, -0.4], [-0.3, 0.6, -0.2], [0.1, -0.4, 0.4], [1.0, -0.6, 0.8], [1.0, 0.0, 0.3], [-1.6, 0.1, 0.4], [2.0, 0.1, -2.6], [-3.3, -0.6, 0.7], [1.6, 0.2, 0.4], [0.3, -0.5, 0.0], [-0.7, 0.5, 0.8], [0.6, 0.1, 0.1], [0.4, -0.1, 0.5], [0.0, 0.0, -0.4], [-0.6, 0.0, -0.2], [-1.4, 0.2, -1.0], [1.4, 0.3, 0.2], [1.5, -1.4, 0.8], [-1.2, 1.1, -0.5], [-1.0, 0.7, 1.0], [0.2, 0.4, 0.4], [0.5, -0.5, -0.4], [-0.5, -0.1, 0.1], [0.3, -0.6, -0.1], [0.1, 0.1, 0.2], [0.1, -0.2, -0.7], [0.4, 1.0, -0.1], [0.1, 1.0, 0.6], [-0.4, 0.5, 0.0], [1.7, -0.5, -1.3], [-0.1, -1.4, 0.1], [-0.3, -0.3, -0.6], [-0.3, -0.9, 0.2], [-0.9, 0.5, 0.3], [-0.4, -0.4, 0.4], [-0.3, 0.4, 0.4], [0.5, 0.0, 0.0], [-0.9, 0.3, 0.8], [0.2, 0.8, 1.9], [0.4, -1.1, -0.4], [2.1, -0.5, 0.2], [0.0, 0.2, -1.7], [-1.4, 1.0, 1.1], [0.6, -0.3, -0.6], [-0.3, -0.2, -1.0], [0.0, 0.2, -0.1], [-0.7, -0.1, -0.3], [0.2, -0.2, 0.3], [-0.3, -1.0, -0.1], [-1.9, 2.1, 0.9], [1.0, -0.5, -0.9], [0.5, 1.2, 0.3], [-0.6, -1.0, -0.8], [0.0, 0.1, -0.1], [1.0, 1.1, -0.4], [-0.8, -0.1, 0.0], [0.1, -0.1, 0.2], [0.5, -1.1, -0.1], [0.1, -0.6, -0.1], [0.0, 0.1, -0.1], [0.2, -0.5, 0.2], [-0.2, -0.2, 0.1], [0.4, -0.1, -0.7], [-0.1, 0.2, 0.3], [-0.1, 0.2, 0.4], [0.4, 0.1, -0.4], [0.4, 0.4, 0.3], [-0.2, -0.5, 0.5], [1.7, -1.6, -1.4], [-1.0, 1.0, 0.0], [0.2, 1.4, -0.2], [-0.8, -0.6, -0.3], [-0.6, 0.5, 0.8], [0.5, -1.6, -0.5], [0.5, 0.3, 0.4], [0.0, 0.3, 0.3], [0.8, 0.1, 0.8], [-0.8, 0.5, -1.1], [-0.9, -0.7, 0.6], [-0.4, -0.1, -0.8], [-0.4, -0.5, 0.4], [2.1, -1.3, -0.2], [-0.6, 1.1, 0.6], [0.2, -0.2, -0.4], [0.3, 0.3, 0.0], [-0.4, 1.1, 1.2], [-0.3, -0.1, 0.3], [-0.1, 0.2, -0.5], [0.6, 0.6, 1.9], [2.1, 0.6, -1.1], [-0.1, -0.9, -1.7], [0.1, -1.6, -0.2], [-0.2, 0.3, -2.1], [0.9, -0.2, 0.6], [0.0, 0.8, -0.6], [-0.4, -0.3, -0.5], [0.0, -0.8, 0.2], [-0.3, -0.2, 0.2], [-1.1, -0.5, 0.0], [-0.4, 0.5, 0.5], [-0.4, -0.3, 1.3], [0.3, 0.0, -0.1], [0.1, 0.3, 0.7], [0.0, -0.2, 0.7], [-0.6, 1.6, 0.3], [0.1, 0.8, -0.3], [-0.3, -0.7, 0.0], [-0.4, 0.0, 0.6]],
  "lowdin_charge": [-0.11, -0.05, -0.14, 0.06, -0.16, -0.10, 0.12, 0.11, 0.09, 0.10, 0.10, -0.05, -0.03, -0.20, 0.08, -0.15, -0.09, 0.07, 0.07, 0.06, 0.12, 0.11, -0.07, -0.06, -0.19, 0.05, -0.15, -0.08, 0.07, 0.09, 0.11, 0.10, 0.09, -0.08, -0.04, -0.19, 0.06, -0.12, -0.08, 0.12, 0.09, 0.05, 0.10, 0.09, -0.07, -0.06, -0.17, 0.06, -0.16, -0.08, 0.11, 0.10, 0.10, 0.10, 0.11, -0.08, -0.09, -0.17, 0.09, -0.14, -0.09, 0.13, 0.09, 0.09, 0.10, 0.10, -0.08, -0.08, -0.17, 0.10, -0.19, -0.07, 0.12, 0.11, 0.09, 0.07, 0.11, -0.11, -0.24, -0.19, -0.24, -0.25, -0.10, 0.05, 0.08, 0.06, 0.10, 0.07, 0.09, 0.11, 0.11, 0.11, 0.12, 0.07, 0.04, 0.08, 0.06, -0.13, -0.28, -0.21, -0.25, -0.24, -0.13, 0.08, 0.09, 0.04, 0.10, 0.10, 0.11, 0.12, 0.06, 0.11, 0.12, 0.11, 0.05, 0.07, 0.07, -0.08, -0.27, -0.24, -0.20, -0.25, -0.15, 0.01, 0.08, 0.07, 0.08, 0.11, 0.10, 0.10, 0.09, 0.11, 0.09, 0.12, 0.09, 0.04, 0.07],
  "smiles": "c1ccncc1.c1ccncc1.c1ccncc1.c1ccncc1.c1ccncc1.c1ccncc1.c1ccncc1.CCCCCC.CCCCCC.CCCCCC",
  "gap_ev": 9.66,
  "e_tot_ha": -2448.877312
}